DFT (ωB97M-V/def2-TZVPD) results for C34H45IN9O4ReS2 as an isolated structure.

Last column: Mulliken spin population.
Atoms and positions in Å:
H -3.8580 2.7608 -3.3958  0.000
C -3.2997 2.7136 -0.6381  -0.003
C -3.1064 2.0843 -2.9847  0.000
H -1.0776 3.3861 -4.8500  0.000
C 0.4611 -5.2134 -0.3138  0.000
H -1.5662 -0.5741 -3.9781  0.000
C -1.6228 5.2904 2.9144  0.000
H 1.3995 -5.6973 -0.0424  0.000
C 2.1116 -1.2401 -3.0741  -0.006
C 3.2361 -0.1212 -0.8420  -0.002
N -2.4517 2.6670 -1.8192  0.001
C 2.1052 1.3816 1.5234  -0.075
H 3.3568 1.3628 3.3377  -0.001
H 1.3394 2.1614 -2.3095  -0.003
N -0.4319 -2.5062 2.0302  -0.014
C -0.9963 -3.1702 3.0227  0.005
C -0.1612 3.5198 3.5956  0.002
H -1.6324 -5.1559 3.7453  0.000
H -1.8136 -2.9515 4.8676  0.000
H 5.7978 1.8094 -1.9289  0.000
N -0.4398 3.0914 -2.8479  0.002
H 3.0103 1.4254 0.9194  -0.009
C -2.7362 -1.9883 -0.3428  0.019
C -2.3594 3.0168 2.7771  0.000
O -1.1008 0.4850 4.3548  0.009
C 1.0087 3.0111 -2.8924  0.004
H -3.6058 1.1628 -2.6735  0.000
H -3.6031 -4.6561 -0.1669  0.000
H 3.1390 -1.4592 -2.8216  0.000
C 1.2970 -0.5615 -2.1610  0.040
S -0.2985 2.6279 -0.2246  -0.006
C -2.6189 4.3691 2.6261  0.000
N -3.8150 -2.5912 0.1774  0.003
C 3.9672 -1.0876 -0.1657  0.005
C 3.9055 0.9095 -1.4948  -0.006
O 0.5157 -2.4910 -0.0150  0.034
H 3.4409 -1.9087 0.3021  0.001
H -1.2526 -1.4655 4.1481  -0.001
H -2.3398 -3.5585 -1.6030  0.000
Re 0.7139 -0.0135 0.7358  0.974
H -4.3189 -2.0542 0.8629  0.000
H 1.6884 2.3901 1.5368  0.015
H 5.9148 -1.7636 0.4189  0.000
H -0.1157 -1.8010 -5.5706  0.000
H 1.3108 2.8826 -3.9319  0.000
H 1.6509 1.1137 3.6537  0.000
I -1.9663 7.3204 2.5735  0.000
H -2.3827 1.8402 -3.7539  0.000
H -3.3942 1.7298 -0.1753  0.001
N 1.7972 -0.1979 -0.8710  -0.083
H 0.3652 5.5964 3.6692  0.000
C 0.2819 -1.4457 -4.6293  -0.002
H -0.3761 4.7940 -4.0411  0.000
C -1.1240 2.5869 3.2410  -0.004
C 0.0134 -3.1248 0.9319  -0.005
C -0.4006 4.8757 3.4190  0.001
C -1.0165 3.9215 -3.9005  0.000
H 2.2584 -2.2042 -4.9731  0.000
H -0.6703 0.2155 -1.8339  -0.001
H -5.1960 -4.1225 0.3608  0.000
C -0.6861 -5.2058 1.8499  0.000
C -1.1624 -4.5953 2.9515  0.000
H 1.4687 3.9147 -2.4831  0.000
N -2.0975 -2.6191 -1.3377  0.002
C 6.0167 0.0419 -0.7330  0.000
S -2.2614 -0.4683 0.2348  0.030
H -2.0050 4.2678 -3.6168  0.000
H 3.2573 -2.2552 3.7863  0.001
C -1.1103 2.7790 -1.7211  0.016
N -0.1046 -4.5098 0.8344  0.003
H -1.1824 -2.2759 -1.5957  0.000
N 3.2385 -1.2483 3.8009  0.007
O 1.9875 -1.2043 1.9535  0.022
H 7.0952 0.1095 -0.6845  0.000
C 2.5617 -0.5794 2.8798  0.020
H -3.1230 2.2881 2.5327  0.000
H -0.7455 -6.2773 1.7110  0.000
C 5.3531 -1.0037 -0.1095  0.002
H 0.7848 3.2070 4.0209  0.000
H -0.2416 -5.9668 -0.6666  0.000
C -4.3488 -3.8626 -0.2667  0.001
H -2.8834 3.4076 0.0834  0.000
C -0.8595 1.1167 3.3332  0.017
H 3.3396 1.6561 -2.0332  -0.001
C 5.2870 0.9948 -1.4323  -0.001
C 2.4484 0.9064 2.9343  -0.005
H 0.6581 -4.4872 -1.0956  0.000
H -4.6887 -3.8215 -1.3045  0.000
N -1.4070 -2.4759 4.0821  -0.001
C -0.5275 -0.7613 -3.7346  -0.001
H -3.5846 4.7026 2.2708  0.000
H 3.6835 -0.7656 4.5618  0.000
H -4.2861 3.0596 -0.9498  0.000
O -0.3924 0.5445 2.2733  0.018
C 1.6071 -1.6749 -4.2895  0.001
C -0.0272 -0.3161 -2.5193  -0.028

Properties
- Spin multiplicity: 2
- ⟨S²⟩: 0.8242
- HOMO-LUMO gap (spin up / spin down): 7.2290 / 7.3423 eV
- Molecular weight: 1021.04 g/mol
- HOMO level (spin up / spin down): -9.730 / -9.649 eV
- Net charge: +1
- E_LUMO (spin up / spin down): -0.0919 / -0.0848 Eh

DFT (ωB97M-V/def2-TZVPD) results for C34H45N5OP2S3TeZn as an isolated structure.

Last column: Mulliken charge in e.
Atoms and positions in Å:
H 5.2040 1.4675 -6.3403  0.442
C 0.8758 4.4664 3.6786  -0.418
S 5.5040 2.1790 0.2895  -0.210
N 0.6615 0.0457 -2.2847  -0.027
C 4.4472 4.4929 0.4194  -0.892
H 4.0985 4.2081 -5.5568  0.280
H 1.8795 -3.5102 -1.2973  0.034
H -4.9825 -0.5305 -0.9216  0.314
C 2.4759 -3.7234 2.4011  -1.409
Zn 0.2713 0.6968 -0.0940  1.617
C 0.9828 -1.9195 -3.5873  -1.373
H 1.9247 4.3762 3.3951  0.152
C 3.0912 0.7978 -5.0799  0.341
H 1.2585 4.1369 5.7880  0.378
C 1.5121 0.6922 -3.0777  -0.312
Te 2.7254 0.4196 0.6474  -0.277
N 0.4549 3.0216 1.7331  -0.262
H 5.4871 1.5437 -3.0515  0.309
C -0.3645 -4.9576 1.1453  -0.534
C 3.7829 2.2581 0.4562  0.219
H 4.7425 3.8986 -3.2037  0.459
H -0.2619 -1.8269 3.9636  0.404
H 3.3800 3.1028 -6.7432  0.303
H 1.1213 -1.0271 3.1704  0.231
H 2.4706 -4.8050 2.2627  0.419
S -1.6539 4.2768 2.3822  -0.218
C 2.2442 -3.8916 -0.3480  -1.169
H -2.7278 -1.1000 3.4010  0.470
H -3.3396 -2.5581 1.5904  0.315
C -1.6532 -5.4573 1.2128  -0.895
H -2.3746 0.5889 2.9610  0.357
H 0.4630 -5.6466 1.0225  0.298
C 0.0528 3.8847 2.5816  0.216
C 5.6599 3.8943 0.3011  -0.359
C -2.4975 -0.4250 2.5746  -1.562
C 0.0522 -0.9725 3.3620  -1.148
H 5.8739 2.5157 -5.0717  0.397
C 4.4224 1.7534 -3.1842  -0.819
C -4.6733 -0.1121 -1.8719  -0.538
H 0.6284 5.5230 3.7950  0.399
C 2.1821 0.0829 -4.1224  0.567
N -2.7582 2.9119 0.3131  -0.276
H 0.7416 -2.9580 -3.7671  0.587
H -0.1468 -0.0523 3.9133  0.445
C -0.1190 -3.5905 1.2423  0.166
H 4.9703 3.7975 -7.0434  0.389
C -2.7185 -4.5833 1.3475  -0.719
H -3.7314 -4.9651 1.3621  0.408
H 2.3959 -1.7418 -5.2115  0.520
H 3.0740 3.4210 -2.8731  0.265
S -2.1723 -0.0894 -0.7572  -0.606
C -5.5994 0.0872 -2.8836  -0.608
C 1.8979 -1.2554 -4.3834  -0.519
C -1.1990 -2.7080 1.4740  -0.076
C 3.3771 3.5582 0.5082  0.021
H 3.8747 1.0307 -2.5824  0.334
H -3.3059 -0.4176 1.8501  0.259
C -5.1995 0.6151 -4.1040  -0.450
H 3.3278 -3.7711 -0.3189  0.432
H 4.3192 5.5664 0.4476  0.365
N 4.0902 1.5716 -4.5935  0.306
H -3.6361 3.2961 0.6140  0.243
H 2.3403 3.8278 0.6208  0.421
C 4.9594 2.2115 -5.5809  -0.783
C -2.9350 0.7494 -3.2903  -0.397
H -1.8938 1.0044 -3.4445  0.336
P -0.9124 -0.9150 1.7800  1.689
H -3.5461 1.3533 -5.2504  0.396
H 4.3146 3.2392 -1.6190  0.602
P 1.5601 -2.8822 1.0343  0.873
C 0.3935 -1.2315 -2.5367  -0.436
C -2.4937 -3.2239 1.4828  -0.626
N -0.4896 2.5824 0.8559  0.106
H 1.9938 -4.9481 -0.2527  0.470
H 2.0349 -3.4782 3.3660  0.358
H 6.6309 4.3554 0.2169  0.413
H -5.9231 0.7715 -4.8934  0.363
H -0.3221 -1.7106 -1.8768  0.564
C -3.3281 0.2061 -2.0673  0.259
C 4.1189 3.1659 -2.6894  -1.400
H 0.8602 2.6708 4.8863  0.254
C 4.3094 3.4089 -6.2676  -1.102
H 1.6624 1.7419 -2.8519  0.426
C 0.6255 3.7289 5.0006  -1.059
H -0.4165 3.8311 5.3061  0.324
H -1.8268 -6.5234 1.1408  0.385
H 3.5040 -3.3581 2.3800  0.413
O 2.9127 0.6351 -6.2821  -0.665
C -1.6733 3.1385 1.0479  0.174
C -3.8661 0.9438 -4.2998  -0.647
H -6.6374 -0.1748 -2.7187  0.377
H -2.7655 1.9989 -0.1784  -0.073

Properties
- Spin multiplicity: 1
- HOMO-LUMO gap: 7.1836 eV
- Molecular weight: 890.91 g/mol
- HOMO level: -6.933 eV
- E_LUMO: 0.0092 Eh

DFT (ωB97M-V/def2-TZVPD) results for C34H45N5OTl as an isolated structure.

Last column: Mulliken charge in e.
Atoms and positions in Å:
H 1.5376 -2.5795 -5.4313  0.615
H 2.6644 -2.5435 0.7216  0.206
C 0.0812 2.5010 -5.6148  1.010
H 0.5278 -2.8364 4.9491  0.423
C 2.5777 0.7576 1.3461  0.223
H 0.6975 3.5531 -1.5209  0.304
H -1.5974 -1.5491 5.0941  -0.072
C -2.4789 0.4272 5.1841  -0.400
H 1.5215 2.2916 3.9007  0.243
H 3.3618 0.3818 -5.8228  0.380
N 0.3220 -1.2953 -4.0090  0.347
H 4.3738 1.4821 -1.3024  0.293
H -1.6931 2.8233 -4.3928  0.328
H 0.2498 -4.3060 0.2403  0.293
H -2.6107 -3.3171 3.1292  -0.005
H -1.4756 -5.1895 1.9247  0.408
H -4.3442 -3.0026 2.9298  0.354
H 3.2172 0.2774 -1.9351  -0.199
C -0.5101 -4.1352 3.5983  -0.333
H -2.7106 0.7136 6.2155  0.435
C -0.6663 -4.5380 2.2659  -0.080
C -3.3952 1.1644 4.2315  -0.767
C 1.0871 1.4558 3.3236  -1.096
H 1.4072 0.5181 3.7993  0.375
Tl -0.3408 -0.6218 -0.3445  0.970
C 3.4050 -0.1767 2.1311  -1.344
H -0.4198 3.7825 0.1568  0.315
C 1.7077 2.1136 -0.3037  0.706
H 0.9530 4.0968 -6.7458  0.336
C -3.1014 -0.6670 2.6555  0.147
H -3.6761 -3.3199 4.5629  0.329
C 1.4287 -3.0915 -3.3090  -0.943
H -2.4709 1.1448 -2.7066  0.288
H -1.4382 0.7167 4.9833  -0.017
C -0.0577 3.7497 -6.4497  -1.441
C -0.8187 0.8599 -4.0762  1.461
C 0.4653 -3.1385 3.8969  -0.504
H 1.3353 2.1500 -2.4287  -0.137
C -2.6027 -1.0794 5.0387  -0.223
C 0.9933 2.3631 0.9032  0.227
C 1.2561 -2.3358 -4.4352  -0.387
H -0.6161 3.5308 -7.3840  0.261
C -0.1076 -1.6561 -2.7354  -1.067
H 2.2256 -3.7774 -3.0927  0.370
H 4.3130 -0.1613 -0.5826  0.399
H -0.8442 3.0783 1.7368  -0.020
C 1.3669 0.4813 -5.1862  1.144
C -0.0117 3.4262 1.1102  -1.164
H 1.9445 1.9919 -6.6078  0.264
C 1.5367 2.8414 -1.5884  -0.997
N 1.2653 -2.6424 2.9788  -0.094
C 3.7025 0.6492 -1.0118  -1.191
H 0.4435 4.2941 1.6167  0.240
H -0.0079 1.5185 3.4130  -0.220
H -4.4468 0.9954 4.5216  0.340
C -3.4466 1.5566 1.7849  -1.101
C 1.4833 -3.4097 1.8753  0.485
H 2.8734 -1.1347 2.3083  0.139
C -3.4865 -2.8445 3.5930  -0.797
N -3.2735 -1.4344 3.8026  0.143
H -2.9892 1.1410 0.8789  0.224
N -3.1225 0.6926 2.8939  0.561
H 4.3509 -0.4039 1.6234  0.426
C -0.8778 2.1385 -4.6382  -1.076
H -2.6146 -0.3279 -3.7119  0.324
H -3.0477 2.5622 1.9771  0.350
C 1.1968 1.6903 -5.8626  -1.226
H -0.5827 4.5532 -5.9030  0.370
C 0.2613 0.0037 -4.4695  0.616
C 2.9247 -3.1574 1.7143  -0.998
H 3.1063 -0.4307 -4.2781  0.207
C -1.9071 0.3409 -3.1963  -1.322
H -4.5364 1.6482 1.6259  0.263
C 2.6673 -0.2443 -5.2650  -1.677
H 3.6286 0.2542 3.1222  0.366
O -2.9500 -1.1487 1.5204  -0.802
N 0.3456 -2.8593 -2.5635  -0.370
H -1.5061 -0.3230 -2.3998  -0.213
C 0.2860 -4.1148 1.3279  -0.493
H 2.6124 -1.1790 -5.8233  0.327
H -3.1907 -1.5084 5.8658  0.430
H -3.1995 2.2400 4.2450  0.421
C 1.5088 1.5044 1.9070  0.751
H -1.1857 -4.5103 4.3644  0.454
H 2.4537 3.4160 -1.8269  0.291
C 2.6909 1.1184 -0.0340  0.594

Properties
- Spin multiplicity: 1
- HOMO-LUMO gap (spin up / spin down): 4.4851 / 4.4879 eV
- Molecular weight: 744.15 g/mol
- HOMO level (spin up / spin down): -3.033 / -3.034 eV
- Net charge: -1
- E_LUMO (spin up / spin down): 0.0534 / 0.0534 Eh